ORCA calculation (ωB97M-V/def2-TZVPD) on a structure of composition C38H28AsCl2N4O4Rh in a non-equilibrium geometry.

Last column: Löwdin charge in e.
Element x y z (Å)
Rh: -0.0523 0.1517 -1.3869  1.040
Cl: 6.3032 -2.2355 -1.0335  0.669
C: 4.5762 -2.1793 -1.1810  -0.697
C: 3.9786 -0.9467 -1.3808  -0.056
C: 2.5936 -0.8604 -1.4395  -0.213
N: 1.8546 0.3375 -1.5383  -0.040
C: 2.4370 1.5293 -1.8012  -0.449
O: 3.6147 1.7215 -2.0727  0.055
C: 1.5196 2.7131 -1.6664  -0.185
C: 1.9970 3.9860 -1.9390  0.017
C: 1.1544 5.0581 -1.7261  -0.038
C: -0.1219 4.8212 -1.2352  -0.034
C: -0.5207 3.5193 -1.0002  -0.112
N: 0.2844 2.4779 -1.2194  0.053
C: 1.7946 -2.0173 -1.3170  -0.196
C: 2.4203 -3.2503 -1.1505  -0.034
C: 3.8031 -3.3204 -1.0742  -0.685
Cl: 4.5249 -4.8764 -0.8280  0.674
N: 0.3926 -1.7977 -1.4020  -0.035
C: -0.4591 -2.8424 -1.2275  -0.444
O: -0.1515 -3.9707 -0.8577  0.033
C: -1.9081 -2.6001 -1.5614  -0.198
C: -2.8225 -3.6330 -1.3826  0.006
C: -4.1407 -3.3986 -1.7161  -0.054
C: -4.4920 -2.1553 -2.2270  -0.049
C: -3.5076 -1.1929 -2.3656  -0.117
N: -2.2342 -1.4028 -2.0312  0.092
H: 4.5934 -0.0689 -1.4736  0.100
H: 3.0103 4.0892 -2.2990  0.123
H: 1.4863 6.0677 -1.9290  0.112
H: -0.8077 5.6323 -1.0359  0.110
H: -1.5008 3.2826 -0.6125  0.117
H: 1.8457 -4.1531 -1.0578  0.097
H: -2.4689 -4.5770 -0.9952  0.117
H: -4.8873 -4.1717 -1.5878  0.108
H: -5.5101 -1.9290 -2.5128  0.104
H: -3.7520 -0.2141 -2.7540  0.097
C: -2.9600 2.3122 -3.4453  0.000
C: -1.9390 1.4862 -2.6997  -0.763
O: -0.9206 1.0837 -3.3125  -0.066
O: -2.1277 1.2618 -1.4648  -0.161
H: -2.9415 2.0836 -4.5083  0.085
H: -2.7015 3.3666 -3.3215  0.081
H: -3.9550 2.1639 -3.0284  0.078
C: 0.6927 4.2794 2.8295  -0.078
C: -0.5130 3.6149 2.9740  -0.073
C: -0.6814 2.3446 2.4343  -0.094
C: 0.3652 1.7351 1.7539  -0.330
C: 1.5721 2.4147 1.5959  -0.107
C: 1.7357 3.6785 2.1361  -0.068
As: 0.0840 0.0055 0.9272  1.378
C: -1.5324 -0.5835 1.7969  -0.363
C: -2.7501 -0.6485 1.1410  -0.087
C: -3.8840 -1.0567 1.8355  -0.063
C: -3.8018 -1.3816 3.1781  -0.074
C: -2.5866 -1.2796 3.8468  -0.069
C: -1.4544 -0.8762 3.1607  -0.121
C: 1.4282 -1.2156 1.5878  -0.329
C: 2.7851 -0.9218 1.4873  -0.102
C: 3.7314 -1.8573 1.8744  -0.069
C: 3.3310 -3.0957 2.3521  -0.069
C: 1.9816 -3.4007 2.4343  -0.060
C: 1.0307 -2.4670 2.0508  -0.106
H: 0.8211 5.2678 3.2508  0.105
H: -1.3326 4.0813 3.5046  0.106
H: -1.6354 1.8451 2.5405  0.101
H: 2.3852 1.9822 1.0300  0.091
H: 2.6758 4.1981 2.0050  0.111
H: -2.8290 -0.3400 0.1094  0.068
H: -4.8323 -1.1106 1.3165  0.107
H: -4.6850 -1.7032 3.7146  0.105
H: -2.5205 -1.5129 4.9011  0.107
H: -0.5104 -0.7928 3.6865  0.113
H: 3.1258 0.0173 1.0769  0.093
H: 4.7834 -1.6249 1.7727  0.110
H: 4.0723 -3.8296 2.6390  0.110
H: 1.6619 -4.3756 2.7772  0.111
H: -0.0158 -2.7427 2.0780  0.102

Cartesian forces, eV/Å:
Rh -0.76 2.18 0.72
Cl -0.01 -0.03 0.00
C 0.09 -0.01 -0.06
C -0.08 -0.06 -0.11
C -0.26 -0.17 -0.18
N 1.10 -0.31 -0.12
C -0.02 0.19 0.01
O 0.01 -0.01 0.01
C -0.13 -0.11 0.04
C 0.01 -0.14 0.03
C -0.07 0.07 0.02
C 0.05 0.05 0.00
C 0.01 -0.17 0.21
N 0.13 -0.29 -0.32
C -0.05 0.14 -0.20
C 0.10 0.11 0.01
C 0.01 -0.02 -0.07
Cl 0.02 0.02 0.03
N 0.24 -0.65 -0.13
C -0.14 -0.07 0.03
O -0.04 -0.02 -0.01
C 0.10 0.26 0.02
C 0.10 0.06 0.02
C -0.09 0.02 -0.02
C 0.00 -0.04 0.02
C 0.09 -0.10 0.01
N -0.29 -0.26 -0.09
H -0.03 0.02 -0.01
H 0.00 -0.01 -0.01
H 0.00 0.01 0.00
H 0.00 0.01 0.01
H -0.03 -0.01 -0.05
H 0.02 0.03 0.01
H -0.02 0.00 0.01
H 0.00 -0.01 -0.01
H -0.01 -0.02 -0.01
H -0.01 0.02 0.01
C 0.03 0.04 0.01
C -0.20 0.04 0.00
O 0.21 -0.35 -0.17
O -0.21 -0.26 -0.21
H 0.00 -0.02 0.01
H 0.01 0.00 0.00
H 0.00 0.00 -0.01
C 0.02 0.03 0.00
C -0.03 -0.04 -0.02
C -0.01 0.06 0.01
C 0.09 -0.03 -0.05
C -0.02 -0.02 0.02
C -0.01 0.01 -0.01
As 0.13 -0.18 0.22
C 0.16 0.01 0.22
C -0.06 0.11 -0.06
C -0.02 0.01 -0.05
C 0.00 -0.01 0.05
C 0.01 0.02 -0.03
C -0.05 -0.03 0.00
C -0.08 -0.03 0.14
C -0.03 0.07 0.19
C -0.02 0.03 0.04
C -0.02 -0.02 0.05
C 0.01 -0.01 0.00
C -0.04 -0.06 -0.14
H 0.00 0.01 0.00
H 0.00 0.01 0.00
H 0.02 -0.02 0.01
H 0.03 -0.06 -0.01
H 0.01 0.00 0.00
H 0.03 -0.04 -0.10
H 0.00 0.00 0.00
H -0.01 0.00 -0.01
H -0.01 -0.01 0.01
H -0.01 -0.01 -0.02
H -0.03 0.06 0.06
H 0.01 0.00 0.01
H 0.01 -0.01 -0.01
H 0.00 -0.01 0.00
H 0.04 0.02 0.01

relative energy (zero: lowest compared OMol25 entry of this formula, charge and spin) = 0.491 eV
LUMO energy = -0.4 eV
electronic energy = -5251.64912 a.u.

ORCA calculation (ωB97M-V/def2-TZVPD) on a structure of composition C38H28N6O5P2S2V.

Last column: Löwdin charge in e.
Element x y z (Å)
V: 1.4287 0.6073 0.7178  0.929
S: 0.5394 -3.4694 0.1972  0.232
P: -0.6438 -1.9037 0.5590  0.396
C: -0.2606 -0.3631 -0.1008  -0.620
P: -0.3297 -0.1236 -1.8077  0.376
S: 1.3388 -0.1440 -2.8845  0.257
C: -1.1639 1.4981 -2.0690  -0.349
C: -2.1317 1.9306 -1.1658  -0.128
C: -2.7829 3.1427 -1.3487  -0.101
C: -2.4573 3.9462 -2.4334  -0.115
C: -1.4803 3.5309 -3.3270  -0.096
C: -0.8392 2.3121 -3.1477  -0.100
C: -1.5050 -1.2770 -2.6372  -0.325
C: -1.0069 -2.4953 -3.0907  -0.129
C: -1.8430 -3.4106 -3.7136  -0.097
C: -3.1853 -3.1159 -3.9030  -0.118
C: -3.6909 -1.9048 -3.4529  -0.103
C: -2.8570 -0.9945 -2.8192  -0.081
C: -2.3827 -2.3753 0.1420  -0.314
C: -2.6903 -3.5981 -0.4382  -0.114
C: -4.0110 -3.9374 -0.7077  -0.102
C: -5.0373 -3.0619 -0.3896  -0.118
C: -4.7381 -1.8390 0.1990  -0.098
C: -3.4204 -1.5007 0.4611  -0.093
C: -0.8909 -1.6806 2.3608  -0.343
C: -1.3279 -0.4625 2.8761  -0.114
C: -1.5235 -0.3041 4.2397  -0.089
C: -1.2926 -1.3681 5.1018  -0.102
C: -0.8662 -2.5841 4.5922  -0.091
C: -0.6672 -2.7411 3.2279  -0.095
H: -2.3418 1.3147 -0.2994  0.083
H: -3.5324 3.4664 -0.6354  0.095
H: -2.9512 4.9014 -2.5713  0.090
H: -1.2031 4.1654 -4.1609  0.094
H: -0.0590 1.9830 -3.8235  0.059
H: 0.0427 -2.7149 -2.9464  0.067
H: -1.4399 -4.3587 -4.0502  0.097
H: -3.8385 -3.8308 -4.3909  0.091
H: -4.7412 -1.6698 -3.5803  0.096
H: -3.2695 -0.0583 -2.4682  0.096
H: -1.8770 -4.2709 -0.6818  0.055
H: -4.2345 -4.8887 -1.1771  0.097
H: -6.0670 -3.3277 -0.6007  0.089
H: -5.5339 -1.1486 0.4552  0.093
H: -3.1875 -0.5507 0.9264  0.087
H: -1.4753 0.3735 2.2016  0.084
H: -1.8310 0.6587 4.6310  0.095
H: -1.4106 -1.2377 6.1708  0.093
H: -0.6416 -3.4030 5.2642  0.099
H: -0.2832 -3.6709 2.8272  0.067
O: 3.3714 0.2240 6.6450  0.090
C: 3.0450 0.3327 5.4850  -0.270
C: 3.0745 1.6253 4.6814  -0.291
O: 3.4533 2.7044 5.0966  0.071
C: 2.5569 1.2607 3.3559  -0.303
C: 2.2444 -0.1112 3.3317  -0.258
O: 1.7314 -0.5713 2.2365  -0.151
C: 2.5268 -0.7786 4.5863  -0.301
O: 2.3958 -1.9482 4.9052  0.067
O: 2.3404 1.9607 2.3213  -0.039
N: 3.6351 -1.7709 -0.0375  0.193
C: 4.0500 -0.5717 -0.4588  -0.451
N: 5.2635 -0.4836 -1.0147  0.155
C: 5.5914 0.7456 -1.4304  -0.479
N: 6.8462 0.8669 -1.9915  0.111
N: 4.8501 1.8372 -1.3942  0.163
C: 3.6342 1.6662 -0.8311  -0.303
N: 3.2342 0.4817 -0.2968  0.048
C: 2.6897 2.7258 -0.7866  -0.216
C: 2.9536 4.0081 -1.3103  -0.025
C: 2.0031 4.9840 -1.2233  -0.093
C: 0.7682 4.6926 -0.5913  -0.084
C: 0.5654 3.4299 -0.1078  -0.139
N: 1.4723 2.4423 -0.2096  -0.023
H: 4.2075 -2.5577 -0.2817  0.102
H: 2.6654 -1.9471 0.2059  0.007
H: 7.4936 0.1538 -1.7003  0.075
H: 7.1972 1.8097 -1.9977  0.077
H: 3.9165 4.1786 -1.7704  0.098
H: 2.1913 5.9717 -1.6263  0.088
H: -0.0098 5.4368 -0.4953  0.090
H: -0.3643 3.1568 0.3766  0.109

Cartesian forces, eV/Å:
V 0.39 0.82 -0.06
S -0.05 -0.03 0.01
P 0.05 0.03 -0.09
C 0.34 0.01 0.13
P 0.02 0.04 -0.01
S -0.01 0.00 -0.05
C -0.06 0.01 0.06
C -0.04 0.01 -0.06
C -0.02 -0.01 -0.01
C -0.01 0.02 0.01
C 0.02 -0.01 -0.02
C -0.03 -0.01 -0.02
C -0.05 0.03 0.02
C 0.00 -0.02 -0.04
C 0.06 0.02 -0.03
C -0.01 0.02 -0.03
C 0.00 -0.02 -0.02
C 0.05 -0.02 -0.02
C -0.03 -0.06 0.02
C -0.04 0.03 0.03
C 0.01 0.00 0.03
C -0.01 -0.02 0.02
C -0.01 0.03 0.02
C -0.02 -0.03 -0.03
C 0.01 0.01 0.05
C 0.03 0.00 0.01
C 0.01 0.01 -0.02
C 0.01 0.02 0.02
C 0.02 -0.03 0.00
C 0.01 0.03 0.01
H 0.00 -0.04 0.00
H 0.00 0.00 0.00
H 0.00 0.00 0.00
H 0.00 0.00 0.00
H 0.01 0.00 0.00
H 0.01 -0.01 0.00
H 0.00 0.00 0.00
H 0.00 0.00 0.01
H 0.00 -0.01 0.00
H 0.00 0.04 0.02
H -0.01 0.00 0.02
H 0.00 0.00 0.00
H 0.00 0.00 0.00
H 0.00 0.00 0.00
H -0.03 0.00 -0.02
H 0.02 0.00 0.00
H 0.00 0.00 0.00
H -0.01 0.00 0.00
H 0.00 0.00 0.00
H -0.01 0.00 0.00
O -0.01 -0.03 -0.01
C 0.02 0.02 0.02
C 0.05 0.05 -0.04
O -0.02 0.02 -0.01
C -0.01 -0.18 0.12
C -0.07 0.14 -0.19
O -0.13 -0.59 0.22
C 0.03 -0.01 0.04
O 0.00 0.01 0.00
O -0.23 -0.14 -0.31
N 0.03 0.12 0.02
C 0.04 -0.13 -0.13
N 0.01 0.01 0.00
C -0.02 0.00 0.04
N 0.02 0.00 -0.01
N -0.04 -0.01 -0.01
C 0.13 -0.03 -0.14
N -0.47 0.11 0.46
C -0.05 0.12 0.01
C -0.01 0.01 0.01
C 0.01 -0.01 0.00
C -0.01 -0.04 0.02
C -0.01 0.06 0.00
N 0.08 -0.34 -0.09
H -0.01 -0.01 -0.01
H -0.01 -0.05 0.02
H 0.00 0.00 -0.01
H 0.00 0.00 0.00
H 0.00 0.00 0.00
H 0.01 0.00 0.00
H 0.00 0.00 0.00
H 0.04 0.04 0.01

net charge = -2
relative energy (zero: lowest compared OMol25 entry of this formula, charge and spin) = 0.471 eV
LUMO energy (spin up / spin down) = 4.2 / 4.2 eV
spin multiplicity = 4
electronic energy = -4592.97310 a.u.

ORCA calculation (ωB97M-V/def2-TZVPD) on a structure of composition C38H29AsPRhS3.

Last column: Löwdin charge in e.
Element x y z (Å)
Rh: -1.1916 -0.8000 -0.5549  0.279
S: -2.6351 0.7031 0.4555  0.650
C: -2.1308 0.8183 2.1475  -0.647
C: -3.0426 1.3771 3.0527  -0.117
C: -2.7317 1.4737 4.3998  -0.076
C: -1.5055 1.0171 4.8698  -0.076
C: -0.5897 0.4702 3.9821  -0.095
C: -0.8906 0.3801 2.6299  -0.397
As: 0.3323 -0.3896 1.3504  1.256
C: 1.2540 -1.7659 2.3258  -0.374
C: 2.3587 -1.4815 3.1201  -0.111
C: 2.9618 -2.5026 3.8441  -0.078
C: 2.4615 -3.7985 3.7706  -0.081
C: 1.3630 -4.0813 2.9687  -0.073
C: 0.7571 -3.0649 2.2400  -0.096
C: 1.6716 0.9737 1.1237  -0.390
C: 2.7855 0.6719 0.3397  -0.122
C: 3.7209 1.6583 0.0639  -0.084
C: 3.5389 2.9497 0.5534  -0.072
C: 2.4280 3.2467 1.3285  -0.073
C: 1.4893 2.2572 1.6114  -0.106
H: -4.0008 1.7244 2.6835  0.100
H: -3.4524 1.9012 5.0872  0.107
H: -1.2631 1.0835 5.9231  0.105
H: 0.3635 0.1124 4.3495  0.101
H: 2.7567 -0.4767 3.1660  0.102
H: 3.8228 -2.2857 4.4651  0.105
H: 2.9373 -4.5925 4.3343  0.104
H: 0.9783 -5.0928 2.9054  0.108
H: -0.0968 -3.2819 1.6094  0.082
H: 2.9267 -0.3261 -0.0527  0.109
H: 4.5906 1.4234 -0.5390  0.105
H: 4.2629 3.7232 0.3238  0.106
H: 2.2801 4.2517 1.7058  0.108
H: 0.6219 2.4894 2.2193  0.100
C: -2.1003 -2.5831 -0.4505  -0.196
C: -2.6917 -3.6373 -0.2884  -0.127
C: -3.3886 -4.8844 -0.0955  -0.262
C: -2.8924 -6.0695 -0.6447  -0.040
C: -3.5599 -7.2695 -0.4444  -0.085
C: -4.7306 -7.3005 0.3041  -0.092
C: -5.2331 -6.1259 0.8507  -0.085
C: -4.5678 -4.9246 0.6517  -0.039
H: -1.9848 -6.0332 -1.2330  0.114
H: -3.1690 -8.1824 -0.8786  0.102
H: -5.2488 -8.2393 0.4644  0.101
H: -6.1497 -6.1447 1.4296  0.102
H: -4.9550 -4.0034 1.0679  0.115
S: -1.7270 1.4685 -4.9113  0.238
P: -0.3090 1.6080 -3.6020  0.082
S: -0.0823 -0.1406 -2.4767  0.301
C: -0.4643 3.0881 -2.5668  -0.365
C: -0.5570 3.0683 -1.1837  -0.115
C: -0.7470 4.2534 -0.4734  -0.081
C: -0.8250 5.4613 -1.1460  -0.081
C: -0.7103 5.4878 -2.5356  -0.076
C: -0.5399 4.3100 -3.2428  -0.094
C: 1.3539 1.7875 -4.3107  -0.390
C: 2.5008 1.5301 -3.5551  -0.104
C: 3.7594 1.7570 -4.0992  -0.080
C: 3.8790 2.2463 -5.3953  -0.085
C: 2.7402 2.5023 -6.1478  -0.078
C: 1.4785 2.2712 -5.6101  -0.104
H: -0.4810 2.1310 -0.6588  0.017
H: -0.8417 4.2238 0.6071  0.102
H: -0.9752 6.3847 -0.5956  0.103
H: -0.7671 6.4300 -3.0677  0.104
H: -0.4820 4.3332 -4.3261  0.100
H: 2.4087 1.1552 -2.5400  0.062
H: 4.6488 1.5471 -3.5140  0.099
H: 4.8615 2.4192 -5.8220  0.103
H: 2.8324 2.8735 -7.1623  0.104
H: 0.5844 2.4343 -6.2005  0.073

Cartesian forces, eV/Å:
Rh -0.27 0.23 -0.40
S 0.21 -0.14 -0.05
C -0.11 0.05 0.09
C 0.04 0.00 -0.01
C 0.01 -0.01 -0.08
C 0.02 0.00 0.01
C -0.08 0.11 0.06
C -0.11 -0.09 -0.09
As 0.07 0.12 0.10
C -0.10 -0.15 -0.01
C 0.05 -0.19 0.05
C -0.04 -0.04 -0.01
C 0.04 0.05 -0.01
C 0.00 0.07 -0.02
C 0.11 -0.02 0.13
C 0.07 -0.04 -0.15
C 0.06 0.25 0.07
C -0.04 0.02 0.04
C -0.02 -0.05 -0.01
C -0.04 -0.05 -0.03
C 0.13 0.17 0.09
H 0.05 -0.02 0.03
H 0.03 -0.02 -0.04
H -0.01 0.00 -0.03
H 0.04 -0.04 0.00
H 0.01 0.06 0.01
H -0.03 -0.02 -0.03
H -0.03 0.04 -0.02
H 0.03 0.06 0.00
H -0.04 0.01 -0.05
H -0.02 -0.10 -0.05
H -0.04 0.01 0.02
H -0.04 -0.05 0.02
H 0.01 -0.05 -0.02
H 0.02 0.02 -0.03
C 0.09 0.11 0.05
C -0.30 -0.57 0.06
C 0.18 0.27 -0.03
C -0.01 -0.10 -0.03
C 0.01 0.08 -0.02
C 0.02 0.00 0.03
C 0.03 0.06 -0.03
C -0.11 -0.03 0.06
H -0.01 -0.02 0.01
H -0.01 0.06 0.03
H 0.03 0.06 -0.03
H 0.07 0.01 -0.03
H 0.00 -0.03 0.01
S -0.05 0.01 -0.05
P -0.03 0.01 -0.02
S -0.02 -0.15 0.35
C -0.07 0.14 0.18
C 0.10 0.20 0.00
C 0.02 -0.10 -0.06
C 0.02 -0.01 -0.08
C 0.00 -0.03 0.06
C -0.03 0.04 0.01
C 0.26 0.05 -0.07
C 0.02 0.11 -0.04
C -0.13 -0.03 0.04
C -0.04 0.00 -0.01
C -0.01 -0.02 0.01
C 0.11 -0.12 0.01
H -0.01 -0.09 0.07
H 0.02 -0.02 -0.07
H 0.01 -0.09 -0.05
H 0.00 -0.04 0.02
H -0.01 -0.01 0.06
H 0.01 0.04 -0.09
H -0.08 0.02 -0.03
H -0.08 -0.01 0.04
H -0.01 -0.02 0.07
H 0.02 0.03 0.02

relative energy (zero: lowest compared OMol25 entry of this formula, charge and spin) = 0.564 eV
LUMO energy (spin up / spin down) = 0.5 / -2.6 eV
spin multiplicity = 5
electronic energy = -5347.61169 a.u.

> Which value of relative energy (zero: lowest compared OMol25 entry of this formula, charge and spin) does entry 2 give?

0.471 eV

> Among the records above, which one has the highest electronic energy?

C38H28N6O5P2S2V

> Among the records above, which one has the lowest relative energy (zero: lowest compared OMol25 entry of this formula, charge and spin)?

C38H28N6O5P2S2V

> Which of these has the highest electronic energy?

C38H28N6O5P2S2V